The following is a quantum chemistry calculation of C16H13Cl2NO2 in the gas phase at a distorted geometry, from the Open Molecules 2025 dataset.

ORCA input file:
```
! RIJCOSX wB97M-V def2-TZVPD def2/J DEFGRID3
* xyz 0 1
Cl -4.64 0.74 0.51
Cl 0.09 -1.83 1.05
O -1.65 1.62 1.39
O 0.83 0.65 -2.49
N -0.63 1.54 0.46
C -1.97 0.31 1.86
C 2.56 -0.80 -0.88
C 3.70 -1.02 1.22
C -1.41 -1.56 0.24
C -2.88 -2.15 -1.56
C 3.36 -1.53 -0.03
C -0.28 2.62 -0.09
C -2.30 -0.60 0.70
C 1.21 1.17 -1.46
C -3.79 -1.21 -1.12
C 2.42 0.96 0.75
C -3.49 -0.44 0.00
C 0.80 2.60 -1.12
C -1.68 -2.33 -0.88
C 2.08 0.45 -0.50
C 3.22 0.22 1.60
H 3.48 0.61 2.58
H -3.09 -2.74 -2.43
H 1.66 3.18 -0.78
H -0.96 -3.06 -1.22
H -0.74 3.58 0.14
H 3.73 -2.50 -0.33
H 0.41 3.07 -2.03
H -2.83 0.46 2.51
H 4.32 -1.60 1.89
H 2.28 -1.19 -1.85
H 2.06 1.92 1.08
H -1.13 -0.10 2.43
H -4.72 -1.05 -1.64
*
```

As for the LUMO energy: 0.306 eV. For the energy above the lowest of the compared OMol25 structures with the same formula, charge and spin, the calculation gives 0.0 kJ/mol. Its SMILES is O=C(C/C=N/OCc1c(Cl)cccc1Cl)c1ccccc1. The calculated total energy comes out at -1743.07142 hartree. Its HOMO energy is -9.0 eV. The value obtained for the gap between HOMO and LUMO is 9.4 eV.

***

The following is a quantum chemistry calculation of a molecular structure, C22H25N5O4SV at a distorted geometry, from the Open Molecules 2025 dataset.

ORCA input file:
```
! RIJCOSX wB97M-V def2-TZVPD def2/J DEFGRID3
* xyz 2 4
V -1.19 -0.84 -0.32
S -0.15 2.23 0.91
O 0.18 1.00 0.01
O -2.56 0.41 -0.77
O -1.76 -2.63 -0.74
O -2.53 0.06 0.76
N 2.93 -1.66 -0.48
N 2.04 -2.33 2.55
N 0.80 -1.33 -0.89
N -0.04 -2.00 1.74
N -2.92 -4.22 -1.98
C 1.71 -1.71 0.07
C 2.85 -1.15 -1.81
C 3.81 2.49 1.66
C -2.05 5.75 0.16
C -0.97 3.59 0.00
C 2.57 2.09 1.17
C 3.94 3.77 2.16
C -4.24 -3.59 -1.98
C -1.97 -3.85 -1.04
C -2.68 -5.35 -2.81
C -0.62 5.15 -1.76
C 2.93 4.71 2.06
C 1.14 -2.43 3.62
C 1.49 2.97 1.20
C 1.50 -1.05 -2.05
C -0.97 -4.88 -0.60
C -1.41 6.08 -1.11
C -0.11 -2.11 3.08
C 1.30 -2.04 1.44
C -0.57 3.83 -1.27
C -1.79 4.48 0.73
C 1.68 4.32 1.58
H 3.66 -1.23 -2.53
H -4.15 -2.77 -2.72
H 4.66 1.80 1.72
H -1.00 -4.77 0.49
H 3.74 -2.01 -0.01
H 0.86 5.09 1.45
H 2.27 1.09 0.94
H 0.97 -0.86 -3.00
H 0.01 3.16 -1.89
H -2.60 6.55 0.61
H -2.50 -6.28 -2.18
H -3.58 -5.60 -3.34
H -5.05 -4.29 -2.21
H 1.44 -2.76 4.63
H -1.06 -2.22 3.61
H -1.50 7.10 -1.48
H 3.03 -2.27 2.63
H 3.11 5.72 2.37
H -4.35 -3.03 -1.04
H 0.06 5.32 -2.58
H 0.01 -4.59 -1.01
H 4.82 3.93 2.78
H -1.83 -5.21 -3.44
H -1.23 -5.90 -0.85
H -2.12 4.26 1.75
*
```

As for the LUMO energy (alpha / beta): -7.142 / -10.630 eV. Its expectation value of S² is 3.835. For the energy above the lowest of the compared OMol25 structures with the same formula, charge and spin, the calculation gives 402.0 kJ/mol. The calculated total energy comes out at -2769.54186 hartree. Its HOMO energy (alpha / beta) is -13.1 / -13.3 eV. The value obtained for the gap between HOMO and LUMO (alpha / beta) is 5.9 / 2.6 eV.

***

The following is a quantum chemistry calculation of 10 unconnected molecules or ions with the total composition C6H32NO10 at a distorted geometry, from the Open Molecules 2025 dataset.

ORCA input file:
```
! RIJCOSX wB97M-V def2-TZVPD def2/J DEFGRID3
* xyz 1 1
O -1.15 -1.38 -3.18
O 2.80 0.46 -1.24
O -3.15 0.49 -2.38
O -0.52 -3.08 -1.23
O 2.67 3.14 0.54
O -3.90 -0.79 1.95
O 1.59 -2.36 0.88
O 0.27 0.45 -2.15
O 2.03 -2.19 -1.57
O -1.41 -1.93 2.06
N 1.00 -0.49 2.54
C 1.32 1.02 2.92
C -0.21 2.14 -0.55
C 0.15 1.89 -2.05
C -0.53 1.23 0.38
C -0.89 1.65 1.81
C 0.36 2.13 2.57
H 0.76 -2.67 0.52
H 1.07 -0.71 1.49
H 1.19 -2.36 -1.78
H 0.78 2.75 1.77
H -4.15 0.31 -2.20
H -0.01 -0.57 2.73
H 2.90 2.40 -0.07
H -3.15 1.41 -2.49
H 1.25 2.34 -2.11
H 2.31 1.06 2.33
H 3.12 -0.37 -1.43
H -1.14 -2.19 1.17
H 1.68 1.13 3.98
H -1.40 0.90 2.44
H -0.63 0.10 0.13
H -4.34 -0.94 2.74
H -0.35 3.25 -0.26
H 2.51 -2.95 -1.96
H -0.04 2.71 3.33
H 0.25 0.33 -3.16
H -0.53 2.24 -2.71
H -0.49 -3.79 -1.87
H -1.30 -0.38 -2.80
H -1.14 -2.47 -1.49
H -1.98 -1.53 -3.83
H -4.72 -0.54 1.39
H 2.00 0.42 -1.62
H 1.64 -1.16 2.99
H 2.30 -2.40 0.11
H 3.47 3.35 1.06
H -2.30 -1.76 2.06
H -1.56 2.61 1.82
*
```

As for the LUMO energy: -2.465 eV. For the energy above the lowest of the compared OMol25 structures with the same formula, charge and spin, the calculation gives 379.8 kJ/mol. The calculated total energy comes out at -1054.61150 hartree. Its HOMO energy is -12.1 eV. The value obtained for the gap between HOMO and LUMO is 9.7 eV.

***

The following is a quantum chemistry calculation of 10 unconnected molecules or ions with the total composition C59H70BFN9OP2, from the Open Molecules 2025 dataset.

ORCA input file:
```
! RIJCOSX wB97M-V def2-TZVPD def2/J DEFGRID3
* xyz 1 1
P -1.34 -2.32 -1.88
P -0.16 -1.09 -0.49
F 2.08 -1.05 0.73
O -0.56 -2.04 2.18
N -5.10 8.47 -1.83
N 7.89 2.56 0.29
N 3.77 -0.63 6.01
N 0.42 -6.09 -0.98
N -1.32 -4.88 -5.82
N 1.84 4.58 8.16
N 6.72 1.04 11.64
N -3.60 3.16 1.10
N -6.78 -3.48 -5.30
C 1.85 2.26 8.78
C -2.50 -0.57 1.26
C -2.46 -1.14 -2.76
C 8.13 3.85 0.09
C 2.34 2.06 -4.04
C 1.52 3.59 8.99
C -9.44 -4.29 -5.44
C 2.54 1.93 7.62
C -7.38 -4.06 -4.27
C 0.96 -8.71 -1.75
C 2.88 2.95 6.74
C 1.48 -3.27 -0.02
C -3.78 -5.14 -7.11
C -2.38 -4.16 -5.47
C 0.75 1.15 -1.93
C 3.03 -0.89 3.75
C 1.08 -6.36 -2.10
C -0.13 -2.92 -3.12
C 5.68 2.90 -0.55
C -3.25 2.90 -0.15
C 4.83 0.03 5.54
C -1.49 -5.74 -6.82
C -5.94 6.36 -1.07
C 1.37 -7.65 -2.53
C 1.44 1.02 -4.26
C 4.14 -0.21 3.28
C 0.03 -7.12 -0.24
C 5.85 0.60 10.74
C 6.69 2.10 -0.04
C -2.61 5.33 0.85
C 5.94 4.25 -0.75
C 2.51 4.25 7.05
C 7.19 4.74 -0.42
C -8.70 -4.49 -4.29
C 2.89 -1.08 5.12
C -6.27 8.69 -2.42
C -3.63 -4.24 -6.07
C 1.54 -1.77 -0.34
C -0.09 0.71 -0.75
C 1.30 0.38 -5.62
C -7.33 7.79 -2.37
C 8.03 1.93 9.84
C -4.95 7.33 -1.17
C 7.79 1.69 11.19
C -2.57 3.79 -0.97
C -3.93 -1.55 -2.60
C -2.25 5.03 -0.46
C -7.50 -3.30 -6.41
C 0.65 0.57 -3.20
C 2.44 2.64 -2.79
C -3.28 4.36 1.58
C -2.69 -5.91 -7.50
C 0.27 -8.45 -0.57
C -7.16 6.60 -1.69
C 6.00 0.77 9.37
C -8.82 -3.68 -6.53
C 7.11 1.45 8.92
C 5.06 0.26 4.20
C 1.65 2.19 -1.74
B -1.13 -1.32 1.20
H 3.42 2.74 5.83
H -2.22 -3.46 -4.65
H -4.45 -3.63 -5.73
H 1.57 1.50 9.49
H -8.26 8.03 -2.87
H 6.52 1.04 0.13
H 7.27 1.62 7.86
H -0.38 -3.97 -3.32
H 0.89 -2.88 -2.75
H 4.71 2.48 -0.80
H 1.17 -9.73 -2.05
H 1.90 -0.52 -5.71
H 4.28 -0.05 2.22
H 7.44 5.78 -0.55
H 8.92 2.46 9.53
H -10.47 -4.60 -5.50
H 1.91 -7.80 -3.46
H 2.05 -3.85 -0.74
H 2.28 -1.28 3.07
H 8.49 2.04 11.94
H 1.40 -5.51 -2.69
H -1.73 5.76 -1.06
H -0.06 -0.22 -3.38
H -0.93 -1.85 3.06
H 5.25 0.38 8.69
H -4.52 -1.06 -3.38
H -0.51 -6.88 0.67
H -2.87 -0.37 0.25
H -3.53 1.91 -0.52
H 0.34 1.14 0.15
H -3.26 -1.13 1.80
H -2.20 -1.18 -3.82
H -3.58 4.56 2.61
H -2.77 -6.62 -8.30
H -6.98 -2.82 -7.23
H 3.13 3.46 -2.62
H -6.77 -4.20 -3.38
H 2.76 5.07 6.39
H -2.35 0.41 1.72
H -4.74 -5.24 -7.61
H 0.26 0.11 -5.81
H 5.18 4.91 -1.15
H 1.73 2.66 -0.76
H 2.15 -1.57 -1.21
H 2.82 0.91 7.41
H 5.53 0.38 6.29
H -5.76 5.45 -0.52
H -0.20 -2.37 -4.06
H -2.39 6.29 1.29
H -4.34 -1.23 -1.64
H -1.12 1.06 -0.86
H 0.47 -3.67 0.00
H 9.13 4.19 0.36
H -0.07 -9.24 0.07
H 0.98 3.89 9.89
H -0.62 -6.33 -7.10
H 2.04 -1.60 5.52
H -7.96 5.88 -1.63
H 2.95 2.43 -4.85
H 1.59 1.08 -6.41
H 1.93 -3.43 0.96
H -6.37 9.63 -2.94
H -3.99 7.18 -0.70
H -9.36 -3.50 -7.45
H -2.31 3.51 -1.99
H -9.14 -4.96 -3.42
H -4.06 -2.62 -2.72
H -2.31 -0.10 -2.44
H 5.95 0.80 3.88
H 4.99 0.07 11.14
*
```

As for the LUMO energy: -2.368 eV. For the energy above the lowest of the compared OMol25 structures with the same formula, charge and spin, the calculation gives 0.0 kJ/mol. The calculated total energy comes out at -3665.48306 hartree. Its HOMO energy is -10.6 eV. The value obtained for the gap between HOMO and LUMO is 8.3 eV.

***

The following is a quantum chemistry calculation of a molecular structure, C23H43LaN2O2P3 at a distorted geometry, from the Open Molecules 2025 dataset.

ORCA input file:
```
! RIJCOSX wB97M-V def2-TZVPD def2/J DEFGRID3
* xyz 3 1
La -0.32 0.19 -0.02
P 1.43 -1.22 2.26
P 1.81 -1.92 -1.05
P -1.70 -2.53 1.15
O -0.24 1.64 -1.85
O -2.68 0.45 5.32
N -2.97 2.58 6.10
N -0.72 1.72 1.93
C 3.07 -0.39 2.26
C 3.61 -1.60 -1.24
C -1.34 1.35 3.08
C 1.97 -3.79 -0.90
C 1.32 2.05 -5.55
C 0.97 3.02 -3.32
C -1.01 4.02 2.55
C -2.26 -3.23 -0.46
C -0.49 3.04 1.72
C 1.35 -1.91 -2.85
C -1.42 -4.10 2.06
C -3.32 -2.07 1.92
C -1.85 2.27 4.00
C -1.71 3.64 3.69
C -0.01 2.03 -3.10
C -0.60 1.42 -4.25
C 0.09 1.44 -5.46
C -1.85 3.83 -5.90
C -0.88 4.77 -6.04
C 0.94 -0.83 3.99
C -2.53 1.67 5.21
C 1.94 -2.95 2.53
C 1.64 2.97 -4.54
H 1.98 -2.61 -3.40
H -3.87 -1.43 1.23
H 0.10 3.31 0.85
H -0.30 0.98 -6.35
H -1.48 -3.90 -0.84
H -3.37 2.24 6.94
H 1.27 3.66 -2.50
H 3.96 -1.98 -2.21
H -1.15 -3.91 3.10
H -1.58 0.99 -4.15
H 3.63 -0.64 1.35
H 2.48 3.63 -4.74
H 2.21 -4.25 -1.88
H -3.86 -3.01 2.10
H -0.12 4.70 -6.85
H -1.83 2.87 -6.47
H -3.14 -1.52 2.85
H 2.93 0.71 2.28
H 1.96 1.91 -6.46
H -0.90 5.07 2.32
H -3.19 -3.77 -0.27
H 1.28 -3.39 3.30
H -2.73 3.97 -5.23
H -2.36 -4.67 2.02
H -2.42 -2.43 -1.20
H -0.62 -4.69 1.59
H -2.73 3.54 6.04
H 2.76 -4.07 -0.19
H 3.61 -0.72 3.16
H 1.48 -0.89 -3.22
H 1.02 -4.23 -0.54
H 4.18 -2.04 -0.43
H 0.59 0.21 4.07
H 0.10 -1.48 4.28
H 1.80 -1.01 4.65
H 0.30 -2.16 -2.97
H -1.41 0.27 3.24
H 1.85 -3.53 1.60
H -2.17 4.38 4.34
H -0.83 5.68 -5.43
H 1.59 0.10 -0.91
H 2.99 -2.94 2.88
H 3.75 -0.52 -1.21
*
```

As for the LUMO energy (alpha / beta): -12.319 / -13.077 eV. For the energy above the lowest of the compared OMol25 structures with the same formula, charge and spin, the calculation gives 265.4 kJ/mol. The calculated total energy comes out at -2216.77328 hartree. Its HOMO energy (alpha / beta) is -16.1 / -15.6 eV. The value obtained for the gap between HOMO and LUMO (alpha / beta) is 3.8 / 2.6 eV.

***

The following is a quantum chemistry calculation of 2 unconnected molecules or ions with the total composition C2H2BrIO at a distorted geometry, from the Open Molecules 2025 dataset.

ORCA input file:
```
! RIJCOSX wB97M-V def2-TZVPD def2/J DEFGRID3
* xyz 0 1
I -2.65 -1.16 -2.65
Br 0.15 -2.07 1.03
O -3.13 0.52 -0.23
C 0.23 -0.42 0.23
C -2.37 -0.12 -0.83
H 0.65 -0.38 -0.76
H 0.16 0.45 0.85
*
```

As for the LUMO energy (alpha / beta): -1.419 / -0.394 eV. For the energy above the lowest of the compared OMol25 structures with the same formula, charge and spin, the calculation gives 268.7 kJ/mol. The calculated total energy comes out at -3024.23810 hartree. Its HOMO energy (alpha / beta) is -8.5 / -8.6 eV. The value obtained for the gap between HOMO and LUMO (alpha / beta) is 7.1 / 8.2 eV.

***

- Among the records above, which one has the lowest calculated total energy?
  C59H70BFN9OP2